[1]
Here is a structure of composition C20H39AsNS3Si2Zr in a non-equilibrium geometry from the Open Molecules 2025 dataset. Energies are from ωB97M-V/def2-TZVPD.

Structure (XYZ):
```
67
C20H39AsNS3Si2Zr (ωB97M-V/def2-TZVPD)
Zr -0.468 -0.075 0.083
C -0.625 -3.911 -1.202
C -1.772 -4.153 -0.225
S -2.537 -2.619 0.345
C -2.577 -2.878 2.128
C -1.226 -2.963 2.830
S -0.087 -1.593 2.504
C 1.421 -2.445 1.971
C 1.270 -3.387 0.787
S 0.570 -2.661 -0.726
H -1.005 -3.565 -2.165
H -0.090 -4.842 -1.390
H -1.430 -4.712 0.645
H -2.541 -4.753 -0.710
H -3.143 -3.788 2.330
H -3.163 -2.050 2.523
H -0.707 -3.883 2.568
H -1.388 -2.988 3.907
H 1.827 -2.991 2.823
H 2.102 -1.632 1.734
H 0.657 -4.250 1.042
H 2.260 -3.767 0.530
C 3.781 0.438 1.547
C 3.803 0.079 0.082
C 5.025 -0.059 -0.567
C 5.088 -0.354 -1.918
C 3.913 -0.497 -2.638
C 2.671 -0.366 -2.029
C 1.447 -0.467 -2.902
C 2.621 -0.096 -0.650
N 1.370 0.016 -0.010
H 4.436 1.289 1.740
H 4.145 -0.386 2.167
H 2.782 0.704 1.886
H 5.939 0.078 0.001
H 6.045 -0.457 -2.412
H 3.954 -0.706 -3.701
H 1.383 0.383 -3.584
H 0.509 -0.473 -2.345
H 1.466 -1.379 -3.502
C -4.941 1.466 -0.706
Si -3.300 1.795 0.081
C -3.071 0.471 1.431
C -3.371 3.396 1.029
As -1.682 1.488 -1.623
Si -0.127 3.160 -0.930
C -0.878 4.804 -1.342
C 1.440 3.013 -1.900
C 0.213 3.036 0.914
H -5.744 1.486 0.036
H -4.954 0.498 -1.213
H -5.148 2.232 -1.457
H -3.653 0.731 2.319
H -2.044 0.350 1.826
H -3.422 -0.489 1.063
H -4.413 3.526 1.337
H -3.083 4.284 0.471
H -2.761 3.353 1.933
H -0.888 4.910 -2.431
H -0.262 5.608 -0.926
H -1.899 4.935 -0.993
H 1.223 2.917 -2.967
H 2.061 2.171 -1.597
H 2.019 3.932 -1.762
H -0.660 3.292 1.515
H 1.014 3.736 1.178
H 0.604 2.055 1.219
```

Max |F| in eV/A: 2.52
Highest occupied orbital energy in eV: -10.2
Charge: +1

Atom-resolved charges from Löwdin, all expressed in e: atom 1 (Zr): 0.97, atom 2 (C): -0.50, atom 3 (C): -0.49, atom 4 (S): 0.85, atom 5 (C): -0.50, atom 6 (C): -0.47, atom 7 (S): 0.86, atom 8 (C): -0.48, atom 9 (C): -0.44, atom 10 (S): 0.90, atom 11 (H): 0.09, atom 12 (H): 0.10, atom 13 (H): 0.07, atom 14 (H): 0.09, atom 15 (H): 0.10, atom 16 (H): 0.07, atom 17 (H): 0.07, atom 18 (H): 0.09, atom 19 (H): 0.10, atom 20 (H): 0.04, atom 21 (H): 0.07, atom 22 (H): 0.10, atom 23 (C): -0.05, atom 24 (C): -0.22, atom 25 (C): -0.05, atom 26 (C): -0.07, atom 27 (C): -0.05, atom 28 (C): -0.25, atom 29 (C): -0.09, atom 30 (C): -0.32, atom 31 (N): -0.29, atom 32 (H): 0.09, atom 33 (H): 0.08, atom 34 (H): 0.05, atom 35 (H): 0.12, atom 36 (H): 0.11, atom 37 (H): 0.12, atom 38 (H): 0.09, atom 39 (H): -0.04, atom 40 (H): 0.09, atom 41 (C): -0.24, atom 42 (Si): 0.18, atom 43 (C): -0.28, atom 44 (C): -0.20, atom 45 (As): 0.64, atom 46 (Si): 0.18, atom 47 (C): -0.22, atom 48 (C): -0.20, atom 49 (C): -0.22, atom 50 (H): 0.04, atom 51 (H): 0.03, atom 52 (H): 0.04, atom 53 (H): 0.06, atom 54 (H): -0.03, atom 55 (H): -0.04, atom 56 (H): 0.04, atom 57 (H): 0.01, atom 58 (H): 0.03, atom 59 (H): 0.04, atom 60 (H): 0.05, atom 61 (H): 0.00, atom 62 (H): 0.04, atom 63 (H): 0.01, atom 64 (H): 0.05, atom 65 (H): 0.01, atom 66 (H): 0.05, atom 67 (H): -0.02

=====

[2]
Here is a cluster of 6 separate species, C20H39BCl16N2O2P in total in a non-equilibrium geometry from the Open Molecules 2025 dataset. Energies are from ωB97M-V/def2-TZVPD.

Structure (XYZ):
```
81
C20H39BCl16N2O2P (ωB97M-V/def2-TZVPD)
C -5.068 2.630 -1.326
C -5.229 1.159 -0.620
P -4.100 0.972 0.891
C -3.759 2.776 1.462
N -2.472 0.356 0.458
C -2.245 -0.229 -0.934
Cl -2.300 0.915 -2.366
C -0.771 -0.963 -0.852
C 0.341 -0.543 -1.935
C 1.025 0.899 -1.674
C 2.379 0.846 -0.799
C 1.202 1.654 -3.097
C -0.287 -0.725 0.700
C 0.555 -1.996 1.212
C 1.963 -1.646 1.908
C 1.883 -0.615 3.141
N 2.188 0.819 2.750
C -1.769 -0.619 1.357
B -1.939 -0.515 2.972
O -1.468 -1.658 3.761
O -2.482 0.608 3.709
C -3.616 0.035 4.486
H -5.367 2.580 -2.439
H -5.705 3.433 -0.786
H -3.953 2.946 -1.323
H -5.169 0.302 -1.378
H -6.317 1.153 -0.213
H -3.278 2.789 2.504
H -3.051 3.317 0.715
H -4.765 3.334 1.428
H -1.918 1.242 0.378
H -2.959 -1.128 -0.958
H -1.066 -2.079 -0.974
H 1.199 -1.322 -1.866
H -0.045 -0.625 -3.025
H 0.252 1.516 -1.065
H 2.678 -0.258 -0.706
H 3.247 1.392 -1.315
H 2.209 1.365 0.212
H 2.089 1.236 -3.701
H 0.274 1.564 -3.763
H 1.379 2.783 -2.919
H 0.193 0.317 0.874
H -0.019 -2.709 1.902
H 0.811 -2.618 0.260
H 2.768 -1.271 1.187
H 2.365 -2.644 2.347
H 0.911 -0.669 3.746
H 2.729 -0.921 3.875
H 2.536 1.284 3.619
H 1.308 1.320 2.538
H -2.208 -1.662 1.131
H -1.037 -1.311 4.582
H -4.000 -0.859 3.850
H -3.185 -0.412 5.447
H -4.458 0.790 4.652
C 6.682 1.582 -1.315
Cl 6.023 0.233 -0.376
Cl 5.384 2.454 -2.145
Cl 7.598 2.677 -0.270
H 7.359 1.178 -2.066
C 0.731 -5.912 0.316
Cl 0.123 -6.043 1.973
Cl -0.297 -4.832 -0.639
Cl 2.405 -5.339 0.312
H 0.705 -6.901 -0.139
C 5.771 -0.237 -5.592
Cl 4.957 1.085 -6.441
Cl 5.715 0.022 -3.841
Cl 5.041 -1.794 -6.013
H 6.815 -0.253 -5.903
C -3.302 0.059 8.814
Cl -2.948 0.830 10.366
Cl -4.714 0.808 8.054
Cl -1.896 0.150 7.740
H -3.527 -0.991 8.996
C 1.713 0.649 -9.108
Cl 0.675 -0.216 -10.251
Cl 2.509 -0.485 -8.006
Cl 2.912 1.624 -9.970
H 1.088 1.318 -8.517
```

Max |F| in eV/A: 3.59
Highest occupied orbital energy in eV: -11.9
Charge: +1

Atom-resolved charges from Löwdin, all expressed in e: atom 1 (C): -0.20, atom 2 (C): -0.40, atom 3 (P): 1.01, atom 4 (C): -0.25, atom 5 (N): -0.28, atom 6 (C): -0.54, atom 7 (Cl): 0.72, atom 8 (C): -0.23, atom 9 (C): -0.16, atom 10 (C): -0.39, atom 11 (C): -0.09, atom 12 (C): -0.10, atom 13 (C): -0.16, atom 14 (C): -0.16, atom 15 (C): -0.17, atom 16 (C): -0.25, atom 17 (N): -0.03, atom 18 (C): -0.13, atom 19 (B): -0.50, atom 20 (O): 0.08, atom 21 (O): -0.09, atom 22 (C): -0.08, atom 23 (H): 0.08, atom 24 (H): 0.08, atom 25 (H): 0.03, atom 26 (H): 0.08, atom 27 (H): 0.09, atom 28 (H): 0.05, atom 29 (H): 0.06, atom 30 (H): 0.07, atom 31 (H): 0.14, atom 32 (H): 0.14, atom 33 (H): 0.12, atom 34 (H): 0.13, atom 35 (H): 0.11, atom 36 (H): 0.10, atom 37 (H): 0.07, atom 38 (H): 0.00, atom 39 (H): 0.07, atom 40 (H): 0.09, atom 41 (H): 0.06, atom 42 (H): 0.09, atom 43 (H): 0.14, atom 44 (H): 0.11, atom 45 (H): 0.06, atom 46 (H): 0.10, atom 47 (H): 0.11, atom 48 (H): 0.10, atom 49 (H): 0.13, atom 50 (H): 0.08, atom 51 (H): 0.05, atom 52 (H): 0.18, atom 53 (H): 0.11, atom 54 (H): 0.11, atom 55 (H): 0.04, atom 56 (H): 0.11, atom 57 (C): -1.56, atom 58 (Cl): 0.52, atom 59 (Cl): 0.50, atom 60 (Cl): 0.54, atom 61 (H): -0.01, atom 62 (C): -1.51, atom 63 (Cl): 0.53, atom 64 (Cl): 0.54, atom 65 (Cl): 0.54, atom 66 (H): 0.02, atom 67 (C): -1.50, atom 68 (Cl): 0.51, atom 69 (Cl): 0.53, atom 70 (Cl): 0.52, atom 71 (H): 0.02, atom 72 (C): -1.53, atom 73 (Cl): 0.54, atom 74 (Cl): 0.53, atom 75 (Cl): 0.53, atom 76 (H): 0.02, atom 77 (C): -1.54, atom 78 (Cl): 0.52, atom 79 (Cl): 0.48, atom 80 (Cl): 0.52, atom 81 (H): 0.01

=====

[3]
Here is a structure of composition C20H39BrCdNO4PS3 in a non-equilibrium geometry from the Open Molecules 2025 dataset. Energies are from ωB97M-V/def2-TZVPD.

Structure (XYZ):
```
70
C20H39BrCdNO4PS3 (ωB97M-V/def2-TZVPD)
Cd 1.596 0.875 -1.965
C -5.455 1.972 -1.181
C -4.161 2.727 -1.471
S -2.671 1.667 -1.361
C -1.961 1.847 -3.014
C -2.722 1.106 -4.107
S -2.731 -0.715 -3.887
C -4.539 -1.003 -3.780
C -5.161 -0.570 -2.452
S -6.095 1.000 -2.584
H -6.259 2.674 -0.948
H -5.330 1.297 -0.334
H -4.034 3.522 -0.732
H -4.196 3.174 -2.465
H -0.945 1.453 -2.931
H -1.879 2.912 -3.231
H -2.238 1.308 -5.064
H -3.762 1.427 -4.161
H -4.636 -2.083 -3.895
H -5.035 -0.530 -4.630
H -4.379 -0.412 -1.715
H -5.865 -1.319 -2.082
O 3.441 -2.155 -3.912
C 2.740 -1.210 -3.563
O 3.162 -0.193 -2.892
C 1.211 -1.202 -3.965
O 0.819 -2.014 -4.795
O 0.468 -0.316 -3.390
Br 1.507 3.313 -2.717
C 3.157 0.369 3.812
C 3.004 0.717 2.331
C 2.870 2.239 2.156
C 4.292 0.313 1.602
P 1.547 -0.084 1.322
N 1.228 0.695 0.064
C 0.010 -0.060 2.509
C -1.219 -0.307 1.625
C -0.105 1.390 2.998
C -0.023 -0.995 3.717
C 2.018 -1.948 1.106
C 0.734 -2.617 0.596
C 3.051 -2.055 -0.029
C 2.528 -2.710 2.330
H 4.062 0.855 4.197
H 3.261 -0.705 3.970
H 2.317 0.724 4.410
H 3.854 2.716 2.223
H 2.233 2.695 2.914
H 2.451 2.457 1.171
H 5.117 0.957 1.926
H 4.174 0.432 0.523
H 4.578 -0.717 1.818
H -1.074 0.188 0.665
H -2.117 0.111 2.097
H -1.405 -1.365 1.447
H 0.042 2.072 2.160
H 0.617 1.617 3.783
H -1.104 1.565 3.415
H -0.136 -2.039 3.421
H -0.888 -0.736 4.340
H 0.872 -0.904 4.335
H 0.269 -2.006 -0.181
H 0.015 -2.783 1.400
H 0.971 -3.591 0.157
H 2.904 -1.275 -0.776
H 2.946 -3.012 -0.547
H 4.077 -1.990 0.328
H 1.824 -2.676 3.162
H 3.490 -2.327 2.674
H 2.670 -3.761 2.054
```

Max |F| in eV/A: 1.27
Highest occupied orbital energy in eV: -2.2
Charge: -2
Relative energy (zero: lowest compared OMol25 entry of this formula, charge and spin) in kJ/mol: 41.4

Atom-resolved charges from Löwdin, all expressed in e: atom 1 (Cd): 1.07, atom 2 (C): -0.57, atom 3 (C): -0.53, atom 4 (S): 0.86, atom 5 (C): -0.56, atom 6 (C): -0.51, atom 7 (S): 0.87, atom 8 (C): -0.57, atom 9 (C): -0.54, atom 10 (S): 0.81, atom 11 (H): 0.05, atom 12 (H): 0.07, atom 13 (H): 0.06, atom 14 (H): 0.07, atom 15 (H): -0.01, atom 16 (H): 0.06, atom 17 (H): 0.07, atom 18 (H): 0.03, atom 19 (H): 0.05, atom 20 (H): 0.05, atom 21 (H): 0.02, atom 22 (H): 0.05, atom 23 (O): -0.01, atom 24 (C): -0.63, atom 25 (O): -0.24, atom 26 (C): -0.61, atom 27 (O): -0.01, atom 28 (O): -0.24, atom 29 (Br): -0.46, atom 30 (C): -0.10, atom 31 (C): -0.59, atom 32 (C): -0.12, atom 33 (C): -0.11, atom 34 (P): 0.76, atom 35 (N): -0.40, atom 36 (C): -0.59, atom 37 (C): -0.13, atom 38 (C): -0.12, atom 39 (C): -0.10, atom 40 (C): -0.59, atom 41 (C): -0.11, atom 42 (C): -0.10, atom 43 (C): -0.10, atom 44 (H): 0.08, atom 45 (H): 0.05, atom 46 (H): 0.05, atom 47 (H): 0.07, atom 48 (H): 0.06, atom 49 (H): 0.06, atom 50 (H): 0.07, atom 51 (H): 0.08, atom 52 (H): 0.05, atom 53 (H): 0.02, atom 54 (H): 0.07, atom 55 (H): 0.06, atom 56 (H): 0.08, atom 57 (H): 0.05, atom 58 (H): 0.07, atom 59 (H): 0.06, atom 60 (H): 0.08, atom 61 (H): 0.05, atom 62 (H): 0.08, atom 63 (H): 0.05, atom 64 (H): 0.08, atom 65 (H): 0.03, atom 66 (H): 0.08, atom 67 (H): 0.06, atom 68 (H): 0.05, atom 69 (H): 0.05, atom 70 (H): 0.08